# 1
Density functional theory data (the ωB97M-V functional and the def2-TZVPD basis) for a 2-piece molecular cluster, C2H3FN2O2S overall in a non-equilibrium geometry.

Output
2S+1 ... 1
Energy relative to the best compared isomer or geometry (same formula, charge and spin) ... 0.361 eV
LUMO (spin up / spin down) ... -1.19 / -0.87 eV
E ... -22745.37531 eV
Total charge ... 0
Frontier orbital gap (spin up / spin down) ... 8.92 / 8.28 eV

Each line ends with the Löwdin charge.
Element x y z (Å)
C  -0.357  2.057  0.508  -0.25
C  -0.250  0.665  0.167  -0.21
N  -0.634  3.141  0.813  0.15
N  1.166  0.240  -0.158  -0.09
O  1.184  -1.018  -0.757  -0.09
O  2.487  0.340  -2.950  -0.50
F  4.043  -0.300  -1.209  -0.41
S  3.140  0.976  -1.809  0.97
H  -0.509  0.004  1.063  0.14
H  -1.183  0.404  -0.644  0.19
H  1.964  -1.490  -0.441  0.10



# 2
Density functional theory data (the ωB97M-V functional and the def2-TZVPD basis) for a 2-piece molecular cluster, C2H3FO2 overall in a non-equilibrium geometry.

Output
2S+1 ... 1
Energy relative to the best compared isomer or geometry (same formula, charge and spin) ... 4.241 eV
LUMO ... -0.83 eV
E ... -8930.75501 eV
Total charge ... 0
Frontier orbital gap ... 7.95 eV

Each line ends with the Löwdin charge.
Element x y z (Å)
C  -1.549  -0.515  -0.105  -0.14
C  0.883  -0.247  0.162  0.04
O  -2.695  -0.438  -0.024  0.35
O  -0.401  -0.793  -0.304  0.17
F  0.156  2.248  -0.216  -0.65
H  1.391  -0.820  1.005  0.13
H  0.616  0.805  0.154  -0.01
H  1.598  -0.241  -0.671  0.11



Copy entry 1 word for word.
Density functional theory data (the ωB97M-V functional and the def2-TZVPD basis) for a 2-piece molecular cluster, C2H3FN2O2S overall in a non-equilibrium geometry.

Output
2S+1 ... 1
Energy relative to the best compared isomer or geometry (same formula, charge and spin) ... 0.361 eV
LUMO (spin up / spin down) ... -1.19 / -0.87 eV
E ... -22745.37531 eV
Total charge ... 0
Frontier orbital gap (spin up / spin down) ... 8.92 / 8.28 eV

Each line ends with the Löwdin charge.
Element x y z (Å)
C  -0.357  2.057  0.508  -0.25
C  -0.250  0.665  0.167  -0.21
N  -0.634  3.141  0.813  0.15
N  1.166  0.240  -0.158  -0.09
O  1.184  -1.018  -0.757  -0.09
O  2.487  0.340  -2.950  -0.50
F  4.043  -0.300  -1.209  -0.41
S  3.140  0.976  -1.809  0.97
H  -0.509  0.004  1.063  0.14
H  -1.183  0.404  -0.644  0.19
H  1.964  -1.490  -0.441  0.10



Please write out number 1 again, unchanged.
Density functional theory data (the ωB97M-V functional and the def2-TZVPD basis) for a 2-piece molecular cluster, C2H3FN2O2S overall in a non-equilibrium geometry.

Output
2S+1 ... 1
Energy relative to the best compared isomer or geometry (same formula, charge and spin) ... 0.361 eV
LUMO (spin up / spin down) ... -1.19 / -0.87 eV
E ... -22745.37531 eV
Total charge ... 0
Frontier orbital gap (spin up / spin down) ... 8.92 / 8.28 eV

Each line ends with the Löwdin charge.
Element x y z (Å)
C  -0.357  2.057  0.508  -0.25
C  -0.250  0.665  0.167  -0.21
N  -0.634  3.141  0.813  0.15
N  1.166  0.240  -0.158  -0.09
O  1.184  -1.018  -0.757  -0.09
O  2.487  0.340  -2.950  -0.50
F  4.043  -0.300  -1.209  -0.41
S  3.140  0.976  -1.809  0.97
H  -0.509  0.004  1.063  0.14
H  -1.183  0.404  -0.644  0.19
H  1.964  -1.490  -0.441  0.10



Which value of energy relative to the best compared isomer or geometry (same formula, charge and spin) does entry 1 give? 0.361 eV